# 1
{
  "formula": "C59H47FeGeN2O3P2S2Se",
  "method": "wB97M-V/def2-TZVPD",
  "elements": ["Fe", "O", "S", "C", "C", "C", "C", "C", "C", "P", "C", "C", "C", "C", "C", "C", "C", "C", "C", "C", "C", "C", "C", "C", "C", "C", "C", "C", "P", "C", "C", "C", "C", "C", "C", "C", "C", "C", "C", "C", "C", "H", "H", "H", "H", "H", "H", "H", "H", "H", "H", "H", "H", "H", "H", "H", "H", "H", "H", "H", "H", "H", "H", "H", "H", "H", "H", "H", "H", "S", "C", "N", "Se", "C", "N", "O", "C", "O", "C", "C", "Ge", "C", "C", "C", "C", "C", "C", "C", "C", "C", "C", "C", "C", "C", "C", "C", "C", "C", "C", "H", "H", "H", "H", "H", "H", "H", "H", "H", "H", "H", "H", "H", "H", "H", "H", "H", "H", "H"],
  "xyz": [[2.609, 2.404, 0.815], [6.044, 2.904, 0.529], [4.847, 2.221, -0.005], [4.593, 2.573, -1.748], [5.413, 2.115, -2.734], [5.221, 2.701, -4.006], [4.248, 3.659, -4.279], [3.360, 4.036, -3.263], [3.591, 3.498, -1.973], [2.700, 3.987, -0.516], [0.977, 4.305, -0.896], [0.244, 3.754, -2.002], [-1.024, 3.358, -1.695], [-1.421, 3.889, -0.352], [-0.786, 6.046, -0.323], [0.439, 5.351, 0.027], [3.534, 5.617, -0.255], [3.704, 6.008, 1.058], [4.422, 7.170, 1.375], [4.855, 8.054, 0.418], [4.620, 7.687, -0.892], [3.912, 6.535, -1.240], [5.204, 0.472, 0.006], [6.543, 0.104, -0.133], [6.850, -1.217, -0.413], [5.824, -2.166, -0.444], [4.498, -1.749, -0.274], [4.174, -0.388, 0.017], [2.542, 0.239, 0.488], [1.889, -0.574, 1.964], [0.651, -0.308, 2.570], [0.179, -1.202, 3.507], [0.871, -2.385, 3.859], [2.124, -2.620, 3.345], [2.564, -1.755, 2.307], [1.380, -0.283, -0.755], [1.986, -0.349, -2.028], [1.148, -0.364, -3.158], [-0.256, -0.537, -2.957], [-0.820, -0.550, -1.684], [0.024, -0.525, -0.582], [6.049, 1.254, -2.663], [5.925, 2.353, -4.749], [4.172, 4.061, -5.251], [2.514, 4.699, -3.465], [0.726, 3.662, -2.937], [-1.678, 2.688, -2.309], [-2.231, 3.329, 0.135], [-0.809, 7.144, -0.485], [1.123, 5.772, 0.808], [3.425, 5.396, 1.908], [4.592, 7.402, 2.423], [5.376, 9.008, 0.701], [4.919, 8.347, -1.697], [3.747, 6.304, -2.285], [7.280, 0.883, 0.076], [7.864, -1.507, -0.622], [5.961, -3.198, -0.706], [3.696, -2.477, -0.325], [0.044, 0.501, 2.219], [-0.837, -0.980, 3.849], [0.457, -3.036, 4.647], [2.737, -3.444, 3.696], [3.583, -1.905, 1.851], [3.103, -0.348, -2.110], [1.516, -0.221, -4.150], [-0.860, -0.688, -3.818], [-1.876, -0.475, -1.568], [-0.420, -0.676, 0.386], [0.762, 2.969, 1.530], [0.059, 3.942, 0.302], [-1.842, 5.314, -0.478], [3.720, 1.649, 2.818], [2.204, 1.882, 3.841], [1.296, 1.838, 4.613], [-3.828, 1.100, 2.318], [-3.675, -0.063, 1.890], [-3.233, -1.015, 2.609], [-4.034, -0.295, 0.407], [-3.410, -1.581, -0.212], [-4.156, -3.384, 0.287], [-3.106, -4.424, 1.552], [-2.327, -5.515, 1.098], [-1.481, -6.240, 1.920], [-1.429, -5.950, 3.280], [-2.232, -4.911, 3.750], [-2.997, -4.119, 2.941], [-4.391, -4.453, -1.376], [-5.479, -5.327, -1.680], [-5.418, -6.171, -2.779], [-4.365, -6.106, -3.676], [-3.354, -5.183, -3.447], [-3.365, -4.359, -2.316], [-5.951, -3.095, 0.915], [-6.936, -2.719, 0.007], [-8.122, -2.149, 0.404], [-8.359, -1.895, 1.770], [-7.444, -2.385, 2.702], [-6.299, -3.047, 2.293], [-3.767, 0.588, -0.211], [-5.129, -0.371, 0.386], [-2.373, -1.691, 0.177], [-3.474, -1.575, -1.302], [-2.283, -5.761, 0.038], [-0.829, -6.992, 1.499], [-0.780, -6.481, 3.942], [-2.240, -4.684, 4.791], [-3.474, -3.237, 3.342], [-6.303, -5.434, -0.976], [-6.224, -6.900, -2.906], [-4.326, -6.787, -4.532], [-2.559, -5.088, -4.188], [-2.482, -3.675, -2.146], [-6.790, -2.779, -1.071], [-8.891, -1.959, -0.328], [-9.193, -1.345, 2.129], [-7.564, -2.211, 3.769], [-5.695, -3.485, 3.071]],
  "mulliken_charge": [0.28, -0.93, 1.06, 0.40, -0.25, -0.90, -1.33, -0.53, -0.46, 1.35, 0.45, -1.36, -0.70, 0.71, -0.87, 0.48, 1.00, -0.02, -0.69, -0.55, -0.65, -0.82, -0.07, -0.80, -0.63, -0.80, 0.33, -1.37, 2.78, 0.76, -0.42, -0.70, -0.49, -0.91, -0.79, 0.70, -0.68, -1.14, -1.20, -0.16, -0.13, 0.51, 0.42, 0.53, 0.66, 0.31, 0.33, 0.53, 0.39, 0.39, 0.24, 0.41, 0.32, 0.39, 0.33, 0.54, 0.45, 0.44, 0.61, 0.58, 0.37, 0.35, 0.44, 0.17, 0.23, 0.49, 0.47, 0.67, 0.22, -0.58, -0.17, -0.72, 0.02, 0.30, -0.60, -0.85, 0.32, -0.49, -0.30, -0.32, 1.59, -0.12, 0.07, -0.80, -0.43, -1.06, 0.18, -0.15, -0.38, -0.48, -0.52, -0.50, -0.38, 0.00, -0.31, -0.55, -0.62, -0.65, -0.16, 0.15, 0.23, -0.65, 0.99, 0.29, 0.40, 0.42, 0.41, 0.27, 0.35, 0.34, 0.34, 0.38, 0.24, 0.29, 0.40, 0.40, 0.36, 0.29],
  "spin_multiplicity": 5,
  "e_homo_ev": [-4.56, -4.61],
  "charge": -1,
  "lumo_energy_ev": [1.40, 1.13],
  "homo_lumo_gap_ev": [5.9569, 5.7453]
}



# 2
{
  "formula": "C16H35BCl2F4GeN4O3STl",
  "method": "wB97M-V/def2-TZVPD",
  "elements": ["Tl", "C", "C", "C", "C", "O", "Ge", "O", "C", "C", "C", "C", "O", "C", "C", "C", "C", "H", "H", "H", "H", "H", "H", "H", "H", "H", "H", "H", "H", "H", "H", "H", "H", "H", "H", "H", "H", "H", "H", "H", "H", "H", "H", "H", "C", "C", "N", "N", "C", "S", "N", "N", "H", "H", "H", "H", "H", "H", "Cl", "C", "Cl", "H", "H", "F", "B", "F", "F", "F"],
  "xyz": [[0.637, 0.853, -0.550], [-0.198, -1.665, 2.598], [-1.542, -1.283, 1.978], [-2.276, -0.291, 2.884], [-2.392, -2.541, 1.789], [-1.267, -0.684, 0.718], [-2.481, -0.336, -0.640], [-1.261, -0.506, -2.013], [-1.092, -1.572, -2.936], [-0.830, -2.881, -2.194], [-2.339, -1.690, -3.818], [0.114, -1.213, -3.810], [-2.245, 1.477, -0.485], [-2.964, 2.531, -1.098], [-2.694, 2.554, -2.603], [-4.466, 2.371, -0.838], [-2.477, 3.834, -0.460], [-0.351, -2.238, 3.513], [0.379, -2.263, 1.893], [0.358, -0.756, 2.837], [-2.406, -0.701, 3.886], [-1.709, 0.635, 2.949], [-3.258, -0.059, 2.463], [-2.585, -3.027, 2.745], [-3.349, -2.270, 1.332], [-1.874, -3.240, 1.130], [-1.693, -3.126, -1.566], [-0.654, -3.697, -2.894], [0.047, -2.779, -1.554], [-3.212, -1.920, -3.199], [-2.517, -0.747, -4.337], [-2.208, -2.483, -4.553], [1.017, -1.180, -3.200], [0.241, -1.966, -4.587], [-0.041, -0.239, -4.277], [-3.082, 1.643, -3.066], [-3.170, 3.419, -3.065], [-1.619, 2.596, -2.783], [-4.830, 1.465, -1.331], [-4.649, 2.280, 0.234], [-5.016, 3.228, -1.223], [-1.407, 3.954, -0.638], [-3.005, 4.686, -0.888], [-2.653, 3.810, 0.616], [5.165, -1.198, 2.580], [5.153, -0.113, 1.576], [6.173, 0.520, 1.111], [5.645, 1.418, 0.229], [4.306, 1.377, 0.144], [3.350, 2.400, -0.767], [3.984, 0.382, 1.019], [2.711, -0.112, 1.235], [6.188, -1.361, 2.908], [4.779, -2.115, 2.132], [4.542, -0.934, 3.436], [6.244, 2.010, -0.316], [2.493, -0.053, 2.222], [2.683, -1.087, 0.937], [2.697, 2.826, 3.480], [1.075, 3.510, 3.348], [0.090, 2.725, 2.088], [1.176, 4.559, 3.097], [0.575, 3.375, 4.299], [1.985, -2.959, 0.270], [2.811, -2.457, -0.760], [2.210, -1.222, -1.205], [2.914, -3.333, -1.815], [4.068, -2.139, -0.206]],
  "mulliken_charge": [0.88, -1.33, 1.40, -1.45, -1.74, -0.01, -0.13, 0.15, 1.43, -1.25, -1.89, -1.46, 0.01, 1.50, -1.38, -1.70, -1.54, 0.48, 0.26, 0.16, 0.43, 0.16, 0.35, 0.46, 0.41, 0.33, 0.33, 0.51, 0.13, 0.36, 0.37, 0.47, 0.13, 0.44, 0.34, 0.23, 0.51, 0.26, 0.38, 0.35, 0.45, 0.28, 0.43, 0.33, -1.27, 1.00, -0.88, 0.20, 0.19, -0.43, 0.48, -0.45, 0.35, 0.29, 0.30, 0.16, 0.19, 0.04, -0.13, -0.54, -0.04, 0.34, 0.31, -0.40, 0.30, -0.25, -0.35, -0.28],
  "relative_energy_kcal_mol": 12.6,
  "spin_multiplicity": 2,
  "e_homo_ev": [-7.99, -8.04],
  "lumo_energy_ev": [0.22, -2.81],
  "homo_lumo_gap_ev": [8.2091, 5.2293]
}



# 3
{
  "formula": "CH3N4Si",
  "method": "wB97M-V/def2-TZVPD",
  "elements": ["C", "N", "N", "N", "N", "Si", "H", "H", "H"],
  "xyz": [[-0.530, 1.271, -2.556], [-1.410, 2.289, -4.127], [-1.672, 1.850, -2.901], [0.420, 1.327, -3.487], [-0.178, 1.980, -4.470], [0.084, 0.071, -0.142], [0.340, -1.354, -0.358], [-1.074, 0.213, 0.748], [1.252, 0.689, 0.486]],
  "mulliken_charge": [0.24, -0.32, -0.34, -0.33, -0.36, 0.45, -0.12, -0.11, -0.12],
  "relative_energy_kcal_mol": 68.2,
  "e_homo_ev": -4.90,
  "charge": -1,
  "lumo_energy_ev": 3.32,
  "homo_lumo_gap_ev": 8.2254
}



| no. | maximum force (eV/A) |
| --- | --- |
| 1 | 4.174 |
| 2 | 1.992 |
| 3 | 3.643 |